ORCA calculation (ωB97M-V/def2-TZVPD) on a structure of composition C19H41BBr6F4KN3O6 in a non-equilibrium geometry.

The LUMO energy comes out at -0.7 eV. Its spin multiplicity is 1. The HOMO energy is -8.792 eV. The molecular weight is 1012.878 g mol⁻¹. Its frontier orbital gap is 8.11 eV.

```
81
Properties=species:S:1:pos:R:3:forces:R:3
K 21.644314 -15.789802 11.635797 0.17 -0.41 -0.11
B 24.662588 -16.067577 11.344690 1.24 -0.33 1.12
F 23.991963 -17.141569 11.964728 -0.55 0.22 -0.09
F 25.953490 -16.513184 11.046499 -0.16 0.14 0.01
F 23.974325 -15.648635 10.212408 -0.47 0.11 -0.48
F 24.738171 -14.975919 12.261743 -0.59 -1.78 -0.45
C 18.989015 -22.792403 13.114731 -0.24 0.12 -0.65
C 20.368144 -22.955967 13.722239 -0.94 -0.47 1.16
O 21.230028 -21.901841 13.325610 0.38 -0.50 -0.66
C 21.238154 -20.805316 14.058670 0.39 0.35 0.04
O 20.579946 -20.588049 15.033821 -0.50 0.12 0.46
O 22.145618 -19.988148 13.531228 0.23 -0.15 -0.45
C 22.267024 -18.686113 14.075487 -0.42 0.23 0.15
H 18.317970 -22.174171 13.709864 0.27 0.26 0.01
H 18.440293 -23.720131 12.945245 0.35 -0.22 0.14
H 19.136157 -22.339801 12.129884 -0.26 0.06 0.03
H 20.824512 -23.905785 13.452940 0.24 0.23 -0.33
H 20.268625 -22.952284 14.811338 0.21 0.03 -0.06
H 23.270687 -18.348034 13.847145 0.05 0.00 0.18
H 22.028447 -18.681967 15.138246 0.25 -0.03 0.01
H 21.545234 -18.026852 13.579344 0.00 -0.06 -0.02
C 20.916660 -18.989150 9.535157 0.11 -0.35 0.64
O 20.945658 -18.201265 10.477706 0.22 0.51 -0.17
N 21.969472 -19.460886 8.859227 -1.09 0.38 -0.21
C 21.699379 -20.384621 7.757279 1.41 -0.75 0.42
C 23.335787 -19.022161 9.145705 -0.49 -0.26 0.05
H 19.972724 -19.467346 9.236419 -0.05 0.15 -0.13
H 22.519656 -21.107171 7.829006 -0.15 -0.09 -0.40
H 21.722661 -19.955324 6.756501 -0.07 0.32 0.10
H 20.799651 -20.976347 7.897090 -0.25 0.35 0.16
H 23.523547 -19.021192 10.216858 -0.18 -0.03 0.06
H 23.965550 -19.784193 8.693741 0.38 0.42 -0.09
H 23.506272 -18.005619 8.789102 0.16 -0.12 -0.28
C 25.431043 -12.649206 12.817139 -0.30 0.75 -0.33
O 25.142698 -12.179850 13.899432 -0.25 0.11 0.57
N 26.603429 -12.445178 12.190397 0.87 0.06 -0.29
C 26.988897 -13.349427 11.111800 -0.45 -0.06 -0.15
C 27.656907 -11.700268 12.855993 0.65 -0.12 0.05
H 24.725127 -13.235472 12.213266 0.56 0.75 0.63
H 26.959548 -14.394330 11.424782 0.29 0.09 0.01
H 27.977574 -13.100128 10.739525 -0.01 0.04 0.12
H 26.296620 -13.253267 10.270602 0.03 0.06 0.00
H 28.430048 -11.368157 12.160562 -0.37 0.01 -0.44
H 27.276824 -10.815366 13.355408 -0.22 -0.16 0.18
H 28.222970 -12.332666 13.542838 -0.28 0.03 0.41
C 22.730563 -10.174415 10.986407 0.12 0.09 0.76
O 22.262589 -9.337119 11.716608 -0.29 0.26 0.05
N 22.557869 -11.510408 11.134726 0.75 -1.45 -0.82
C 23.252898 -12.434007 10.263405 0.24 -0.38 -0.58
C 21.873826 -12.166178 12.205159 -1.19 0.55 0.75
H 23.411354 -9.926106 10.161126 -0.08 -0.04 -0.24
H 23.734655 -11.924729 9.428178 0.07 0.17 0.17
H 22.604950 -13.187249 9.795948 -0.44 0.27 0.10
H 23.999417 -13.034301 10.790661 -0.13 0.36 -0.22
H 21.100793 -12.839044 11.818665 -0.04 -0.09 -0.33
H 22.489104 -12.744637 12.899450 0.49 0.25 -0.17
H 21.313759 -11.431860 12.786897 0.25 0.07 0.04
Br 26.350604 -17.911558 15.241465 0.02 0.49 -0.45
C 27.072987 -16.332973 14.241787 -0.05 -0.41 0.45
C 28.526682 -16.210882 14.689685 -1.10 -0.22 0.15
Br 29.509351 -15.082838 13.462908 0.06 -0.08 0.12
H 26.444923 -15.509955 14.568095 0.11 0.11 -0.07
H 26.931120 -16.509120 13.179872 0.11 -0.24 0.08
H 28.954411 -17.207044 14.746946 0.40 0.17 -0.28
H 28.518582 -15.774227 15.684752 0.39 0.14 -0.07
Br 27.827823 -17.365243 7.350218 -0.56 0.28 0.32
C 26.304355 -16.345835 8.106634 0.38 0.07 0.03
C 26.201893 -14.939520 7.557151 0.47 -0.13 -0.52
Br 27.896625 -13.957519 7.832982 -0.62 -0.12 -0.10
H 26.401544 -16.291070 9.187493 0.38 -0.28 -0.25
H 25.442779 -16.968455 7.881497 -0.15 0.24 -0.19
H 25.393631 -14.389457 8.033627 0.14 0.01 0.29
H 26.036023 -14.898490 6.483921 0.09 -0.13 -0.02
Br 24.820184 -21.504745 11.156292 0.37 0.21 0.33
C 26.167332 -20.306702 11.985405 -0.29 0.35 -0.63
C 27.126250 -19.811516 10.910551 -0.03 -0.75 0.41
Br 28.557059 -18.908068 11.880381 0.02 0.07 -0.33
H 26.679884 -20.878823 12.749112 -0.01 -0.15 -0.08
H 25.633923 -19.482696 12.451784 -0.14 -0.06 -0.03
H 26.718609 -19.143497 10.159497 -0.19 0.27 0.30
H 27.539215 -20.668685 10.382944 0.31 0.10 0.10
```
Forces are in eV/Å.

ORCA calculation (ωB97M-V/def2-TZVPD) on a cluster of 2 separate species, C5H14N2O in total in a non-equilibrium geometry.

The LUMO energy comes out at 0.9 eV. Its spin multiplicity is 1. The HOMO energy is -8.478 eV. The molecular weight is 118.180 g mol⁻¹. Its frontier orbital gap is 9.42 eV. Its SMILES is CN/C=C/CCN.O.

```
22
Properties=species:S:1:pos:R:3:forces:R:3
C 2.611286 -0.146069 -0.340086 1.35 -0.06 0.36
C 1.455604 0.828524 -0.201319 -0.30 0.70 -0.60
C 0.241104 0.158661 0.350591 0.30 -0.96 -0.12
C -0.602447 -0.497212 -0.469097 -0.29 0.20 1.06
N -1.631831 -1.364535 -0.049743 -0.16 0.52 -0.15
C -3.004475 -0.931710 -0.315418 -0.72 0.05 -1.55
N 3.166327 -0.409604 0.994653 -0.45 0.03 0.67
H 2.321751 -1.109529 -0.776527 -0.24 0.41 -0.54
H 3.462703 0.290981 -0.887217 -0.55 -0.10 -0.25
H 1.770430 1.672955 0.402594 0.19 -0.10 0.54
H 1.167405 1.353437 -1.119472 0.22 -0.57 -0.40
H 0.239523 0.015656 1.432422 -0.39 -0.10 -0.10
H -0.524006 -0.320428 -1.539258 -0.20 -0.08 0.01
H -1.527936 -1.666696 0.904138 0.16 0.17 0.18
H -3.220555 0.132216 -0.356638 0.58 0.50 0.97
H -3.307110 -1.133079 -1.350801 0.26 -0.77 -0.02
H -3.748683 -1.411540 0.314454 0.30 -0.19 0.21
H 2.513129 -0.993682 1.506854 0.11 0.05 0.12
H 4.044081 -0.908119 0.988524 0.05 -0.04 -0.30
H -1.219880 1.604151 0.275979 -0.44 0.43 -0.37
H -2.415981 2.587663 0.433230 -0.29 0.20 0.42
O -1.790440 2.247953 -0.197867 0.53 -0.30 -0.14
```
Forces are in eV/Å.

ORCA calculation (ωB97M-V/def2-TZVPD) on the ion C5H10NO2 with charge -1 in a non-equilibrium geometry.

The LUMO energy comes out at 3.5 eV. Its spin multiplicity is 1. The HOMO energy is -2.469 eV. The molecular weight is 116.140 g mol⁻¹. Its total charge is -1. Its frontier orbital gap is 5.96 eV. Its SMILES is CC(=O)NCCC[O-].

```
18
Properties=species:S:1:pos:R:3:forces:R:3
O -1.197024 1.167804 2.507407 -0.07 -0.06 0.08
C -1.261027 0.915180 1.308876 0.17 -0.17 -0.03
N -0.791721 -0.241806 0.795162 -0.09 -0.01 0.05
C -0.535228 -0.554553 -0.609703 -0.60 0.18 -0.38
C 0.885811 -0.311280 -1.056939 1.28 0.00 0.30
C 1.679159 -1.572355 -1.524221 0.25 0.04 -0.20
O 3.002101 -1.408515 -1.461559 -0.17 -0.07 0.03
C -1.862924 1.932407 0.371494 0.07 0.35 0.10
H -0.300240 -0.805660 1.474201 0.02 0.03 -0.02
H -1.267158 -0.013306 -1.199506 -0.05 0.23 -0.09
H -0.817314 -1.596291 -0.772503 0.23 -0.22 0.12
H 1.079350 0.474096 -1.799556 -0.63 -0.09 -0.08
H 1.486197 0.031418 -0.211515 -0.10 -0.02 0.29
H 1.258494 -2.442874 -0.937121 0.04 0.06 0.28
H 1.307572 -1.792922 -2.554999 -0.22 -0.09 -0.33
H -1.080000 2.654521 0.128045 0.02 -0.09 -0.15
H -2.605011 2.474701 0.945473 -0.18 0.05 0.04
H -2.299635 1.556042 -0.547657 0.04 -0.10 0.01
```
Forces are in eV/Å.

ORCA calculation (ωB97M-V/def2-TZVPD) on a structure of composition C46H84N9O3RbS2 in a non-equilibrium geometry.

The LUMO energy (alpha / beta) comes out at -0.9 / -0.9 eV. Its spin multiplicity is 1. The HOMO energy (alpha / beta) is -6.485 / -6.484 eV. The molecular weight is 960.840 g mol⁻¹. Its frontier orbital gap (alpha / beta) is 5.55 / 5.55 eV.

```
145
Properties=species:S:1:pos:R:3:forces:R:3
Rb 0.528068 0.132974 1.421744 0.72 0.12 0.13
C -2.297915 -1.082124 -5.979926 0.06 0.07 0.03
C -1.316499 0.097137 -6.041371 -0.07 0.02 -0.07
C -0.368288 -0.137811 -7.224469 -0.02 -0.01 0.11
C -2.102882 1.393518 -6.298401 0.04 -0.09 -0.04
C -0.565282 0.249191 -4.718609 -0.33 -0.04 0.11
C -1.197955 0.088453 -3.527458 0.05 -0.06 -0.29
C -0.514393 0.242684 -2.281100 0.02 0.09 0.27
N -1.077283 0.163317 -1.080179 0.10 0.09 -0.09
C -2.381763 0.285267 -0.822311 -0.19 -0.18 0.10
C -3.324955 0.911872 -1.687544 -0.08 0.02 -0.02
C -4.660228 0.906896 -1.429123 0.15 0.09 -0.22
C -5.096096 0.227228 -0.258924 0.08 -0.08 0.09
C -4.264519 -0.300412 0.688239 -0.16 0.04 0.06
C -2.819279 -0.215563 0.491182 0.14 -0.04 -0.15
O -1.978973 -0.586783 1.347856 -0.79 -0.16 0.01
C -4.849934 -0.836253 1.996701 0.02 -0.05 0.06
C -6.369745 -1.004300 1.917433 0.03 0.00 0.03
C -4.545489 0.200773 3.091662 -0.02 -0.08 -0.05
C -4.275568 -2.213030 2.379232 0.00 0.16 -0.08
C -5.635779 1.609826 -2.373016 -0.03 0.06 -0.06
C -5.194257 3.064536 -2.597026 -0.04 -0.09 0.01
C -5.647999 0.873400 -3.722053 -0.04 0.05 0.08
C -7.067255 1.630726 -1.828623 0.12 -0.01 -0.02
C 0.949737 0.433780 -2.268642 -0.12 -0.17 0.16
O 1.584680 0.417921 -1.198311 0.21 0.16 -0.12
C 1.579304 0.675485 -3.566110 0.23 -0.03 -0.32
C 0.820219 0.601814 -4.694437 0.10 0.12 0.21
C 3.089643 0.905483 -3.652913 0.06 -0.01 0.04
C 3.551539 1.179354 -5.086460 -0.03 -0.02 0.07
C 3.804650 -0.367381 -3.163323 -0.06 0.10 -0.01
C 3.521059 2.114327 -2.803642 -0.10 -0.10 -0.06
H -2.766040 -1.226551 -6.955514 -0.02 0.01 0.00
H -3.095506 -0.909028 -5.256347 0.00 -0.04 0.00
H -1.777627 -2.001628 -5.705709 -0.02 -0.01 -0.01
H -0.948769 -0.384942 -8.114462 0.00 0.02 -0.01
H 0.314403 -0.965801 -7.022986 0.02 0.00 -0.04
H 0.218106 0.753406 -7.454425 0.04 -0.04 -0.01
H -2.638954 1.336409 -7.249647 0.00 0.02 0.00
H -1.428013 2.251417 -6.329716 -0.02 0.01 -0.02
H -2.828762 1.564300 -5.502768 -0.03 0.02 0.02
H -2.224918 -0.249417 -3.495283 0.03 0.04 0.00
H -2.929207 1.464623 -2.529936 -0.04 -0.03 -0.03
H -6.161382 0.167098 -0.089909 0.07 0.04 -0.01
H -6.881107 -0.049079 1.783660 -0.04 -0.04 0.02
H -6.728897 -1.445657 2.848983 -0.01 0.01 0.01
H -6.648418 -1.671367 1.098639 -0.04 0.00 0.02
H -5.128676 1.109126 2.923488 0.01 -0.01 -0.01
H -3.490452 0.461247 3.075741 0.01 0.02 0.03
H -4.806258 -0.198429 4.077053 0.01 0.02 0.02
H -4.553857 -2.959973 1.631393 0.03 0.01 0.01
H -4.686355 -2.528658 3.342941 -0.02 0.00 -0.03
H -3.194526 -2.175964 2.453984 0.13 -0.02 -0.01
H -4.206922 3.119327 -3.056491 0.00 0.01 0.00
H -5.157884 3.604201 -1.648885 0.00 0.02 -0.01
H -5.900995 3.570510 -3.259032 0.02 0.02 0.00
H -4.663810 0.906783 -4.190453 0.04 -0.01 -0.02
H -6.367717 1.335959 -4.402457 0.02 -0.02 -0.03
H -5.922352 -0.174401 -3.584041 -0.01 0.00 -0.02
H -7.113405 2.118127 -0.852651 -0.04 -0.02 0.01
H -7.476027 0.622173 -1.740606 -0.03 0.02 0.03
H -7.704508 2.189430 -2.515888 -0.02 -0.01 0.00
H 1.301299 0.782669 -5.644277 -0.01 -0.05 0.03
H 3.342735 0.338887 -5.751569 0.01 0.02 -0.01
H 4.631044 1.338154 -5.082026 0.01 0.01 -0.02
H 3.076764 2.076859 -5.490069 0.04 -0.01 -0.04
H 3.621239 -1.193385 -3.854376 0.01 -0.01 0.01
H 3.437547 -0.649592 -2.178461 0.01 -0.01 -0.05
H 4.883795 -0.196583 -3.107568 0.00 -0.01 -0.01
H 2.989176 3.012181 -3.128721 0.02 0.01 0.02
H 4.592931 2.290336 -2.925069 -0.01 -0.01 0.02
H 3.305942 1.943870 -1.753429 -0.02 0.04 0.10
C 3.105486 3.428630 1.526279 -0.16 -0.06 0.29
C 3.318516 2.819157 2.943542 -0.17 0.02 -0.20
N 2.137965 2.116083 3.416855 0.11 -0.23 0.40
C 1.208827 2.875508 4.231066 -0.03 0.08 -0.16
C 0.501539 4.003961 3.485605 -0.08 -0.21 -0.17
S -0.590073 3.488534 2.109982 -0.02 0.12 0.05
C 0.184319 4.343220 0.701469 -0.04 -0.21 0.11
C 1.210889 3.493757 -0.060130 0.00 0.08 0.11
N 2.047199 2.730854 0.835570 0.24 0.02 -0.52
H 4.060029 3.410572 0.983137 0.01 0.06 0.00
H 2.823937 4.480171 1.615353 0.00 0.00 -0.01
H 3.623421 3.616150 3.637301 0.10 -0.03 0.00
H 4.139567 2.100985 2.894247 -0.01 -0.01 0.03
H 2.395535 1.274820 3.914999 0.01 0.04 0.04
H 1.703732 3.340359 5.102750 -0.01 -0.01 0.00
H 0.466756 2.169024 4.602050 0.01 0.02 0.06
H 1.225424 4.705443 3.073783 -0.02 0.07 0.06
H -0.126294 4.545559 4.193155 0.07 0.06 0.04
H 0.622757 5.262015 1.091569 -0.02 0.04 -0.04
H -0.627112 4.625159 0.030387 0.02 0.07 -0.01
H 1.777670 4.167781 -0.723647 -0.04 -0.04 -0.06
H 0.678926 2.781952 -0.692964 0.01 0.00 -0.01
H 2.377682 1.888007 0.388085 0.07 -0.01 -0.22
N 1.580245 -2.593767 4.091663 0.15 -0.11 -0.02
C 0.950329 -3.897827 4.281091 0.02 0.01 -0.15
C -0.075310 -4.248790 3.199688 0.17 -0.01 0.10
C 0.604989 -4.666679 1.891281 -0.23 0.11 -0.03
C -0.235367 -4.343202 0.659040 0.06 -0.09 0.05
N -0.128538 -2.925159 0.310089 0.07 -0.03 0.11
H 1.758026 -2.449803 3.100968 0.06 -0.02 0.02
H 0.951958 -1.845412 4.362769 0.08 0.04 -0.04
H 0.490958 -3.913379 5.272124 0.12 -0.06 -0.01
H 1.730357 -4.666177 4.284130 -0.04 -0.03 0.08
H -0.709360 -3.371936 3.019357 -0.04 0.00 0.05
H -0.724890 -5.053795 3.555796 -0.07 0.00 -0.09
H 0.830494 -5.735660 1.925623 0.03 0.02 0.02
H 1.551580 -4.131902 1.778381 0.07 -0.05 -0.02
H -1.270405 -4.654510 0.856175 -0.03 -0.05 -0.10
H 0.125172 -4.931616 -0.186561 0.00 0.04 -0.02
H -0.749395 -2.357268 0.877595 -0.20 0.02 -0.05
H -0.414828 -2.771073 -0.648600 0.01 0.07 0.00
C 4.627272 -1.351375 2.460780 0.17 0.08 -0.10
N 4.094536 -1.115856 1.110168 -0.10 0.11 0.22
C 4.976226 -0.149572 0.444629 -0.03 0.01 -0.06
N 6.363830 -0.616583 0.368504 0.02 0.05 0.00
C 6.832500 -0.860945 1.734593 -0.06 0.02 -0.01
N 6.006895 -1.847421 2.432919 0.01 0.02 0.10
C 6.020749 -3.091804 1.659977 -0.01 0.03 -0.03
N 5.527700 -2.901605 0.293007 0.06 -0.07 -0.01
C 4.162243 -2.376449 0.363973 0.00 0.00 -0.02
C 6.374892 -1.894405 -0.350960 -0.01 0.01 0.02
H 4.010299 -2.073021 2.990638 -0.13 -0.07 0.02
H 4.604451 -0.407754 3.014394 0.00 -0.02 0.00
H 4.956159 0.789958 1.005117 -0.02 0.01 -0.03
H 4.608390 0.029632 -0.566846 -0.01 0.04 0.07
H 6.796460 0.078547 2.291875 0.03 0.00 -0.01
H 7.867695 -1.208740 1.704133 -0.02 -0.03 -0.01
H 5.393961 -3.829625 2.166022 0.01 0.00 -0.01
H 7.045940 -3.466222 1.614800 -0.02 -0.03 0.02
H 3.522796 -3.112780 0.853977 -0.03 -0.02 0.00
H 3.789981 -2.211548 -0.648624 -0.03 0.00 0.04
H 6.026399 -1.733009 -1.373459 -0.01 0.00 0.02
H 7.401217 -2.267103 -0.379836 0.00 0.00 -0.05
C -1.365281 -1.768354 5.895848 -0.08 0.16 -0.36
S -1.474705 -0.513772 4.571343 -0.63 -0.22 1.14
C -2.106873 0.790310 5.672804 0.07 -0.14 -0.30
O -0.063188 -0.135179 4.288923 0.46 0.22 -0.22
H -2.327351 -1.854711 6.398651 -0.01 -0.01 -0.03
H -0.584412 -1.455420 6.588428 0.00 0.04 0.01
H -1.103090 -2.721632 5.439122 -0.07 0.11 0.01
H -3.021924 0.443593 6.150267 -0.03 0.03 -0.04
H -2.316553 1.670750 5.066706 0.01 -0.02 -0.02
H -1.340124 1.013408 6.413888 0.03 -0.05 -0.01
```
Forces are in eV/Å.